The following is a DFT calculation (the ωB97M-V functional and the def2-TZVPD basis) of an isolated molecule of C22H32N2O2 at a distorted geometry.

Results
- Orbital gap: 0.3408 Eh
- M: 356.51 g/mol

```
! wB97M-V def2-TZVPD RIJCOSX def2/J DEFGRID3
* xyz 0 1
C -3.21613 -1.42902 0.49284
C -1.75757 -1.26924 0.03767
C -0.80261 -0.95853 1.21552
C -0.62609 -2.11790 2.18496
C 0.21561 -3.18355 1.85081
C 0.37170 -4.26130 2.72461
C -0.29494 -4.25934 3.95002
C -1.13478 -3.19476 4.28930
C -1.31052 -2.13056 3.40410
C -1.81696 -3.45330 5.61252
C -1.09100 -4.67868 6.17311
C -0.33448 -5.33164 5.01374
N -1.69116 -0.24236 -0.99792
C -0.69610 -0.07927 -1.88349
O 0.27406 -0.83699 -1.90307
C -0.84320 1.11002 -2.90155
O -2.18263 1.14569 -3.38689
C -0.32613 2.43283 -2.30567
C 0.92537 2.36577 -3.20931
C 1.13915 3.62505 -4.08398
C 1.74953 4.79270 -3.28003
C 3.06233 4.38605 -2.58748
N 3.65403 5.49055 -1.86746
C 2.82768 3.16588 -1.67774
C 2.22307 1.97573 -2.45397
C 0.27374 1.18767 -3.96513
H -3.29887 -2.19784 1.26146
H -3.60358 -0.50954 0.93238
H -3.86393 -1.73202 -0.33023
H -1.45176 -2.22338 -0.40545
H 0.18765 -0.70272 0.83451
H -1.12992 -0.06512 1.74818
H 0.74085 -3.17929 0.90467
H 1.00783 -5.08763 2.44428
H -1.97596 -1.31937 3.65788
H -1.74833 -2.60971 6.29993
H -2.87221 -3.68296 5.46171
H -0.37522 -4.35526 6.93117
H -1.77200 -5.37339 6.66688
H -0.88121 -6.20570 4.65833
H 0.65750 -5.65708 5.32827
H -2.48733 0.36226 -1.12816
H -2.27493 0.45404 -4.04851
H -0.99042 3.27149 -2.51850
H -0.12822 2.42643 -1.23253
H 1.80260 3.37704 -4.91432
H 0.20008 3.94129 -4.54112
H 1.92971 5.63982 -3.94386
H 1.02549 5.12844 -2.53655
H 3.76145 4.07583 -3.36680
H 2.94118 6.03134 -1.40004
H 4.29494 5.15310 -1.16394
H 3.76520 2.85452 -1.21539
H 2.15269 3.43537 -0.86427
H 2.04445 1.14497 -1.76979
H 2.95713 1.60652 -3.17221
H 0.89836 0.29841 -4.06967
H -0.10524 1.44866 -4.95382
*
```

=====

The following is a DFT calculation (the ωB97M-V functional and the def2-TZVPD basis) of a cluster of 2 separate species, C24H24BCl3N2O2 in total at a distorted geometry.

Results
- Orbital gap: 0.1353 Eh
- M: 489.64 g/mol

```
! wB97M-V def2-TZVPD RIJCOSX def2/J DEFGRID3
* xyz 0 1
Cl 3.18400 -3.15004 2.72789
B 2.12647 -1.67104 2.87726
Cl 2.48352 -0.68594 4.44070
Cl 2.28623 -0.53633 1.33123
O 0.67927 -2.07576 2.90910
C -0.23118 -1.18813 3.05979
C -1.59425 -1.59344 3.26025
C -2.61170 -0.65304 3.58590
C -3.93809 -1.06374 3.61661
C -4.26517 -2.42064 3.44080
C -3.24684 -3.36519 3.24970
C -1.92426 -2.97228 3.16012
H 0.07256 -0.13185 3.15747
H -2.31281 0.37423 3.83041
H -4.72958 -0.32543 3.78592
H -5.30475 -2.73192 3.45487
H -3.48467 -4.42673 3.16821
H -1.11146 -3.69915 3.05071
C -1.69420 -2.01001 -1.40946
O -0.50954 -1.29354 -1.81887
C -0.22266 -0.06855 -1.36861
C -1.21462 0.67530 -0.61022
C -0.88125 1.01323 0.70951
C -1.78853 1.73623 1.48147
C -3.04796 2.06123 0.95609
C -3.37730 1.70763 -0.35971
C -2.46929 1.02499 -1.15904
C 1.03449 0.46550 -1.73271
N 1.48262 1.75503 -1.60140
C 0.77119 2.88834 -1.07077
C 2.72224 1.89024 -2.22125
C 3.00423 0.67283 -2.81864
C 4.20291 0.43050 -3.49038
C 5.12549 1.49043 -3.55239
C 4.84798 2.72579 -2.94308
C 3.63148 2.94401 -2.26471
N 1.94540 -0.17397 -2.53660
C 1.80584 -1.48555 -3.10493
H -1.64789 -2.95079 -1.95610
H -1.67114 -2.19549 -0.32276
H -2.61083 -1.45938 -1.68223
H 0.10666 0.71309 1.06752
H -1.50928 2.04533 2.48999
H -3.77755 2.60090 1.57732
H -4.34992 1.97672 -0.77864
H -2.67047 0.78527 -2.20303
H 1.33437 3.77314 -1.38173
H -0.24630 2.95364 -1.47829
H 0.73386 2.86732 0.02343
H 4.40082 -0.55441 -3.92070
H 6.07596 1.34989 -4.07375
H 5.59769 3.51861 -2.99938
H 3.40862 3.89212 -1.77155
H 2.74531 -1.68913 -3.63583
H 1.65768 -2.23247 -2.31243
H 0.97661 -1.52762 -3.83304
*
```

=====

The following is a DFT calculation (the ωB97M-V functional and the def2-TZVPD basis) of a structure of composition C39H31Cl5P2SrTe.

Results
- Orbital gap: 0.2508 Eh
- M: 954.11 g/mol

```
! wB97M-V def2-TZVPD RIJCOSX def2/J DEFGRID3
* xyz 0 1
Sr -1.17324 1.64359 0.26533
C 2.50370 -1.44039 1.08422
C 2.77246 0.06619 1.09257
P 2.11632 0.93787 -0.40298
C 3.03047 0.16158 -1.76572
C 4.42559 0.13375 -1.80042
C 5.08768 -0.50529 -2.83482
C 4.36073 -1.12759 -3.84361
C 2.97527 -1.11152 -3.81410
C 2.31038 -0.46837 -2.77753
C 2.86273 2.59128 -0.21943
C 3.41704 3.27996 -1.29736
C 3.82462 4.59736 -1.15312
C 3.67237 5.24583 0.06152
C 3.11209 4.57275 1.13797
C 2.70307 3.25739 0.99718
C 1.18048 -1.92729 1.67474
P -0.41474 -1.33417 0.95555
C -1.51766 -2.36266 1.98082
C -2.21994 -1.74678 3.01223
C -3.04033 -2.49582 3.84388
C -3.17092 -3.86100 3.63905
C -2.48028 -4.48008 2.60461
C -1.65620 -3.73371 1.77781
C -0.43954 -2.07576 -0.70798
C -1.40243 -1.58069 -1.59190
C -1.47430 -2.04313 -2.89604
C -0.56948 -3.00015 -3.33980
C 0.39277 -3.49654 -2.47359
C 0.45512 -3.03910 -1.16354
H 3.29581 -1.91780 1.66583
H 2.61007 -1.81921 0.06324
H 3.84742 0.25083 1.15003
H 2.31988 0.54491 1.96547
H 4.99350 0.63117 -1.02229
H 6.16962 -0.51829 -2.85708
H 4.87923 -1.62678 -4.65201
H 2.40660 -1.60116 -4.59402
H 1.22560 -0.48202 -2.74533
H 3.53170 2.78285 -2.25187
H 4.25632 5.12102 -1.99620
H 3.97865 6.27726 0.16934
H 2.98141 5.07708 2.08458
H 2.24418 2.75595 1.84110
H 1.11378 -1.62313 2.72511
H 1.17366 -3.02065 1.68751
H -2.15123 -0.67346 3.14348
H -3.59215 -2.00850 4.63671
H -3.82122 -4.44321 4.27904
H -2.59186 -5.54379 2.43772
H -1.13565 -4.21496 0.95774
H -2.13266 -0.84968 -1.25479
H -2.24317 -1.66434 -3.55663
H -0.62242 -3.36124 -4.35903
H 1.10154 -4.24163 -2.81184
H 1.21687 -3.43802 -0.50510
Cl -0.50883 4.58397 -0.91004
C -0.66377 4.88184 0.82235
C -0.92500 3.79522 1.59752
C -1.01655 4.04206 2.94689
Cl -1.34525 2.67062 3.98229
C -0.85957 5.30137 3.51363
Cl -0.98756 5.54784 5.21277
C -0.58317 6.37548 2.67042
Cl -0.35927 7.94992 3.32736
C -0.48140 6.17381 1.29850
Cl -0.11142 7.48650 0.24668
Te -4.16277 0.75964 0.85104
C -4.64119 -0.93522 -0.32979
C -4.98531 -0.78904 -1.67304
C -5.26396 -1.89795 -2.46245
C -5.19972 -3.17430 -1.92256
C -4.86842 -3.32829 -0.58318
C -4.59432 -2.22123 0.20823
H -5.03742 0.20357 -2.10309
H -5.53411 -1.75982 -3.50274
H -5.41370 -4.04086 -2.53516
H -4.82145 -4.32072 -0.15272
H -4.33516 -2.35513 1.25088
*
```

=====

The following is a DFT calculation (the ωB97M-V functional and the def2-TZVPD basis) of an isolated molecule of C2H4N4O at a distorted geometry.

Results
- SMILES: Nc1ncn(O)n1
- Orbital gap: 0.3467 Eh
- M: 100.08 g/mol

```
! wB97M-V def2-TZVPD RIJCOSX def2/J DEFGRID3
* xyz 0 1
N 2.15462 0.05398 1.05631
C 0.94699 -0.11283 0.47545
N 0.03912 -0.96517 1.01190
C -1.10377 -0.66883 0.33899
N -0.86347 0.40030 -0.47160
O -1.62100 0.56256 -1.65851
N 0.43547 0.51393 -0.54223
H 2.69578 -0.92884 1.22721
H 2.96495 0.60897 0.53877
H -2.02928 -1.05587 0.71491
H -2.08297 1.54402 -1.48003
*
```

=====

The following is a DFT calculation (the ωB97M-V functional and the def2-TZVPD basis) of a structure of composition C38H39F2FeN7O.

Results
- Orbital gap (alpha / beta): 0.2019 / 0.2019 Eh
- M: 703.62 g/mol

```
! wB97M-V def2-TZVPD RIJCOSX def2/J DEFGRID3
* xyz -2 5
Fe 0.37095 -0.82863 -0.11395
F 0.56655 -1.98775 -5.48561
C 0.87000 -1.08973 -4.49582
C 0.50856 -1.35051 -3.19723
C 0.84261 -0.46212 -2.17024
C 1.48813 0.74319 -2.52923
C 1.81774 0.96057 -3.86432
F 2.44843 2.11115 -4.27309
C 1.54057 0.06159 -4.87090
C 1.75904 1.71012 -1.43419
C 2.38985 2.95233 -1.58796
C 2.59788 3.75490 -0.48319
C 2.19255 3.31746 0.77050
C 1.57289 2.08243 0.83906
N 1.34461 1.32278 -0.22102
H -0.06321 -2.24105 -2.98553
H 1.81505 0.26509 -5.89557
H 2.70346 3.28527 -2.56302
H 3.08106 4.71825 -0.60178
H 2.36011 3.90155 1.66667
H 1.26637 1.65578 1.78818
O -0.91597 -2.39078 -0.48990
C -1.28105 -3.58150 -0.78839
C -2.61876 -4.00729 -0.54599
C -3.07638 -5.25366 -0.91205
C -2.23533 -6.18268 -1.52583
C -0.91396 -5.82095 -1.73226
C -0.42005 -4.57008 -1.37034
C 0.99289 -4.26631 -1.60895
N 1.81823 -3.70125 -0.76436
C 3.00360 -3.54912 -1.43277
C 2.90314 -4.04453 -2.69946
N 1.61418 -4.51867 -2.80071
H -3.28265 -3.28913 -0.08161
H -4.11291 -5.51304 -0.71773
H -2.59443 -7.16351 -1.81211
H -0.22589 -6.53836 -2.17273
H 3.84767 -3.07809 -0.95641
H 3.59057 -4.07341 -3.52670
H 1.14600 -4.80524 -3.64259
C -1.37210 3.29802 -1.76389
C -2.50613 2.56538 -1.11678
C -3.83061 2.98676 -1.02602
C -4.53140 1.92056 -0.40635
C -3.57630 0.93937 -0.15305
C -3.76051 -0.38013 0.53458
N -2.34102 1.32578 -0.57332
H -1.71655 4.25620 -2.16504
H -0.94450 2.71988 -2.58747
H -0.55382 3.50429 -1.06981
H -4.23775 3.91610 -1.40715
H -5.59109 1.86125 -0.18762
H -4.72574 -0.82991 0.28158
H -3.71594 -0.29389 1.62818
H -2.96240 -1.05908 0.23343
N -0.71902 -0.02790 1.73402
C -1.11748 0.88429 2.31473
N -1.57312 1.93109 2.98001
C -2.45079 2.89979 2.29574
C -1.66019 4.13938 1.91259
C -0.88851 4.73643 3.11235
C -1.04203 3.87753 4.36814
C -0.71613 2.42282 4.07064
H -3.27340 3.13960 2.97503
H -2.87242 2.41935 1.41215
H -2.35247 4.86164 1.47709
H -0.97202 3.85870 1.11591
H -1.22323 5.75455 3.32684
H 0.17572 4.80619 2.86774
H -2.06235 3.95069 4.75382
H -0.37857 4.22513 5.16346
H -0.85804 1.80090 4.95882
H 0.33729 2.33970 3.78150
C 3.90032 -0.20532 -0.00108
C 3.27680 -0.88961 1.18084
C 3.92226 -1.30733 2.33306
C 2.95853 -2.02410 3.09023
C 1.78947 -2.00049 2.35030
C 0.54032 -2.78231 2.61306
N 1.97114 -1.30120 1.19107
H 4.93025 -0.55285 -0.12798
H 3.93763 0.88681 0.08301
H 3.34839 -0.44620 -0.91074
H 4.96442 -1.13907 2.57284
H 3.10102 -2.53256 4.03505
H 0.54041 -3.14611 3.64476
H 0.48840 -3.64407 1.94153
H -0.36883 -2.20114 2.45132
*
```

=====

The following is a DFT calculation (the ωB97M-V functional and the def2-TZVPD basis) of a cluster of 11 separate species, C6H36N2O10 in total at a distorted geometry.

Results
- SMILES: CNC[C@@H](N)C(C)C.O.O.O.O.O.O.O.O.O.O
- Orbital gap: 0.3443 Eh
- M: 296.36 g/mol

```
! wB97M-V def2-TZVPD RIJCOSX def2/J DEFGRID3
* xyz 0 1
C -1.34951 -1.92945 1.35054
N -1.31575 -1.07825 0.18184
C -0.42974 0.03384 0.31948
C -0.57569 1.06406 -0.90272
N -1.66426 1.95622 -0.45045
C 0.82126 1.57554 -1.23810
C 1.06613 3.07659 -1.75164
C 1.51578 0.57646 -2.16588
H -2.14400 -1.55790 2.02178
H -0.36200 -2.11577 1.81165
H -1.78423 -2.91044 1.29286
H -1.19376 -1.75130 -0.58641
H 0.65412 -0.24610 0.29801
H -0.56933 0.63329 1.21318
H -0.96736 0.47053 -1.78431
H -2.02217 2.61784 -1.20031
H -1.40957 2.41918 0.43260
H 1.43113 1.66160 -0.32558
H 0.22094 3.43219 -2.34592
H 2.03703 2.95369 -2.26134
H 1.09951 3.75716 -0.90087
H 1.06150 0.73040 -3.18769
H 1.41294 -0.39664 -1.77499
H 2.59675 0.76364 -2.37657
O 2.66632 2.38588 1.49460
H 2.59034 1.62124 0.86237
H 3.14121 3.00174 0.92569
O -0.33110 3.26904 2.07283
H 0.43613 2.66682 2.17985
H -0.14307 3.82163 1.30456
O 3.23943 -0.09480 0.15032
H 2.93038 -1.09644 0.12515
H 3.72546 -0.20559 0.97495
O -1.97171 -1.66864 -2.57550
H -2.84550 -1.98406 -2.78606
H -2.06527 -0.78313 -2.15735
O 1.96490 -2.90999 0.46936
H 2.37195 -3.56991 -0.11345
H 1.08227 -2.85022 0.04653
O -0.00232 -3.50880 -1.39408
H -0.43143 -2.95506 -2.08117
H -0.49245 -4.31943 -1.29075
O 3.18912 -1.23623 2.50427
H 2.71222 -1.27585 3.33336
H 2.76348 -1.98786 2.05433
O 0.41928 -1.62204 4.09514
H -0.16235 -2.36607 3.95919
H 0.11404 -0.99711 3.42450
O -3.77881 0.13480 -2.17111
H -3.17688 0.87328 -2.02107
H -3.92793 -0.10866 -1.22177
O -4.36312 0.54625 0.88449
H -4.30947 1.34162 0.35069
H -3.47483 0.14120 0.93102
*
```